# 1
{
  "formula": "C37H41BFeN3O6STe",
  "method": "the ωB97M-V functional and the def2-TZVPD basis",
  "de_lowest_kcal_mol": 38.9,
  "charge": -1,
  "homo_lumo_gap_ev": [7.11, 7.09],
  "multiplicity": 1,
  "lumo_energy_ha": [0.0699, 0.0699],
  "largest_force_ev_per_a": 0.5,
  "total_energy_ev": -108984.7106,
  "homo_energy_ev": [-5.2, -5.2],
  "elements": ["Fe", "O", "C", "O", "C", "C", "C", "C", "C", "N", "C", "O", "O", "H", "H", "H", "O", "S", "C", "C", "C", "C", "H", "H", "H", "H", "H", "H", "H", "H", "B", "C", "N", "H", "H", "H", "C", "C", "C", "C", "C", "C", "Te", "N", "C", "O", "C", "C", "C", "C", "C", "C", "C", "C", "C", "C", "C", "C", "C", "C", "C", "C", "C", "C", "H", "H", "H", "H", "H", "H", "H", "H", "H", "H", "H", "H", "H", "H", "H", "H", "H", "H", "H", "H", "H", "H", "H", "H", "H", "H", "H"],
  "coordinates": [[0.48709, 0.48127, 2.59882], [-0.43762, 2.39779, 6.08742], [-0.03087, 1.76324, 5.12034], [-0.32866, 1.91620, 3.88823], [1.00993, 0.66866, 5.35592], [1.51485, 0.25615, 6.57746], [2.46631, -0.75676, 6.58457], [2.89698, -1.32537, 5.39011], [2.34541, -0.85837, 4.21066], [1.43552, 0.10539, 4.23643], [2.66511, -1.35677, 2.80255], [3.51516, -2.23098, 2.66105], [1.99010, -0.77089, 1.88747], [1.14888, 0.72385, 7.48045], [2.87109, -1.10992, 7.52541], [3.63272, -2.11609, 5.34988], [1.89123, 1.98260, 2.06067], [2.13370, 3.35334, 1.53071], [2.22604, 3.18547, -0.27660], [3.56702, 2.52715, -0.55797], [4.56084, 3.35760, 0.25109], [3.95889, 3.50090, 1.64904], [2.16588, 4.19349, -0.69675], [1.34733, 2.62414, -0.58817], [3.80112, 2.51776, -1.62337], [3.54756, 1.49444, -0.19981], [4.66839, 4.34108, -0.21444], [5.55167, 2.90527, 0.29816], [4.22592, 4.42100, 2.16593], [4.19852, 2.64782, 2.28459], [-2.98218, -2.56281, 3.63553], [-1.78017, -1.57070, 3.33090], [-0.90475, -0.84608, 3.13360], [-3.91562, -2.24889, 2.92075], [-2.60864, -3.69626, 3.39486], [-3.26018, -2.44291, 4.81078], [0.88646, -1.95787, -7.39099], [0.81035, -1.55097, -5.94452], [0.90588, -2.48343, -4.92494], [0.79830, -2.12165, -3.58596], [0.94408, -3.23379, -2.57058], [0.56517, -0.77791, -3.23260], [0.41623, -0.55317, -1.03616], [-0.25538, 0.64439, 0.74828], [-0.70411, 1.50852, -0.04510], [-0.51539, 1.21019, -1.37784], [-1.34899, 2.81448, 0.20608], [-1.73579, 3.62340, -0.86342], [-2.32999, 4.85232, -0.62440], [-2.53611, 5.28024, 0.68102], [-2.15098, 4.47524, 1.74395], [-1.56165, 3.24083, 1.51453], [-1.30096, -1.77959, -0.89467], [-1.25611, -2.83654, 0.02011], [-0.03664, -3.28315, 0.77060], [-2.42009, -3.57030, 0.23609], [-3.60104, -3.27923, -0.41559], [-4.87057, -4.00980, -0.08340], [-3.59062, -2.26871, -1.37057], [-2.45985, -1.51327, -1.64626], [-2.56489, -0.49206, -2.75127], [0.56319, 0.18814, -4.25302], [0.50709, 1.68736, -4.06337], [0.66141, -0.22357, -5.58162], [1.19921, -2.99699, -7.49137], [1.59408, -1.33446, -7.93986], [-0.08622, -1.85335, -7.87636], [1.07199, -3.52736, -5.17118], [1.37400, -4.11325, -3.04876], [-0.01524, -3.52275, -2.14018], [1.60855, -2.96977, -1.74265], [-1.56945, 3.28249, -1.87658], [-2.63330, 5.47540, -1.45668], [-2.99950, 6.24136, 0.86806], [-2.30725, 4.79925, 2.76475], [-1.26506, 2.62495, 2.35452], [0.87300, -2.73476, 0.54218], [0.15021, -4.34012, 0.56711], [-0.20041, -3.16932, 1.84097], [-2.39615, -4.36262, 0.97396], [-4.67721, -4.84500, 0.58754], [-5.36126, -4.38601, -0.98338], [-5.56315, -3.33582, 0.42395], [-4.50236, -2.04711, -1.91608], [-3.61601, -0.31549, -2.97823], [-2.08130, -0.85757, -3.65949], [-2.10354, 0.45818, -2.49322], [0.59269, 1.99649, -3.03261], [-0.43368, 2.08556, -4.45286], [1.31414, 2.14854, -4.63730], [0.63967, 0.53761, -6.35690]],
  "lowdin_charge": [0.446, 0.026, -0.583, -0.101, -0.141, 0.010, -0.052, 0.006, -0.142, 0.069, -0.592, 0.019, -0.127, 0.114, 0.100, 0.113, -0.534, 1.004, -0.306, -0.229, -0.233, -0.290, 0.102, 0.058, 0.114, 0.118, 0.108, 0.112, 0.083, 0.097, -0.441, -0.170, 0.121, -0.006, -0.010, -0.009, -0.055, -0.274, -0.023, -0.295, -0.077, -0.281, 1.953, -0.063, -0.566, -0.394, -0.146, -0.030, -0.092, -0.093, -0.057, -0.002, -0.287, -0.295, -0.056, -0.012, -0.252, -0.044, -0.012, -0.252, -0.043, -0.280, -0.053, -0.033, 0.071, 0.076, 0.080, 0.112, 0.081, 0.075, 0.060, 0.105, 0.096, 0.096, 0.111, 0.081, 0.028, 0.095, 0.079, 0.118, 0.077, 0.075, 0.086, 0.116, 0.078, 0.082, 0.056, 0.038, 0.088, 0.081, 0.120]
}



# 2
{
  "formula": "C37H41F9N3O29",
  "method": "the ωB97M-V functional and the def2-TZVPD basis",
  "charge": -1,
  "homo_lumo_gap_ev": 6.05,
  "multiplicity": 1,
  "lumo_energy_ha": 0.0493,
  "largest_force_ev_per_a": 3.6,
  "total_energy_ev": -127340.6709,
  "homo_energy_ev": -4.7,
  "elements": ["C", "C", "C", "N", "C", "N", "C", "C", "C", "C", "N", "C", "C", "O", "O", "H", "H", "H", "H", "H", "H", "H", "H", "H", "H", "H", "H", "H", "H", "C", "C", "O", "C", "O", "O", "F", "H", "H", "H", "C", "C", "O", "C", "O", "O", "F", "H", "H", "H", "C", "C", "O", "C", "O", "O", "F", "H", "H", "H", "C", "C", "O", "C", "O", "O", "F", "H", "H", "H", "C", "C", "O", "C", "O", "O", "F", "H", "H", "H", "C", "C", "O", "C", "O", "O", "F", "H", "H", "H", "C", "C", "O", "C", "O", "O", "F", "H", "H", "H", "C", "C", "O", "C", "O", "O", "F", "H", "H", "H", "C", "C", "O", "C", "O", "O", "F", "H", "H", "H"],
  "coordinates": [[3.77627, -1.57922, 1.23592], [3.33113, -0.35512, 0.35866], [2.62425, 0.79868, 1.19249], [1.63473, 0.27116, 2.16721], [0.39320, 1.09473, 2.24259], [-0.51057, 0.94357, 1.06043], [-1.15142, -0.37044, 0.99443], [-2.44486, -0.71139, 1.61453], [-2.90669, -2.08682, 1.48009], [-2.06728, -3.00009, 0.73644], [-0.89048, -2.71777, 0.11308], [-0.48347, -1.43598, 0.26776], [-0.28449, 0.74892, 3.62998], [-0.21103, -0.41218, 4.08220], [-0.95952, 1.64282, 4.30792], [3.51818, -2.52196, 0.67315], [4.88217, -1.62520, 1.41902], [3.25605, -1.65889, 2.21798], [2.59868, -0.66460, -0.42562], [4.20354, 0.08248, -0.19315], [2.17630, 1.51220, 0.44015], [3.44111, 1.37705, 1.72018], [2.07727, 0.41977, 3.07889], [0.69322, 2.17855, 2.31962], [0.06750, 1.01948, 0.20552], [-3.00226, 0.07430, 2.16766], [-3.85476, -2.41217, 1.94744], [-2.43227, -4.05568, 0.66648], [0.48192, -1.15988, -0.22686], [0.20020, 3.32041, -4.05567], [-0.36942, 2.09195, -3.41029], [0.39179, 1.96949, -2.22046], [0.75210, 3.24361, -1.88853], [1.16480, 3.56481, -0.82092], [0.57567, 4.10542, -2.92880], [-0.15179, 0.99410, -4.17678], [1.08493, 3.10445, -4.66007], [-0.52863, 3.84324, -4.67380], [-1.42546, 2.16326, -3.16112], [-4.89761, 2.75808, -5.75849], [-3.53615, 2.45656, -6.31331], [-2.77123, 2.18405, -5.15575], [-3.65987, 1.67825, -4.23742], [-3.34327, 1.09587, -3.25543], [-4.94418, 1.92369, -4.60192], [-3.00666, 3.54152, -6.93698], [-5.00790, 3.79929, -5.45940], [-5.69668, 2.50745, -6.45430], [-3.50346, 1.59490, -6.98487], [-1.68741, 0.76918, 7.30013], [-1.52297, -0.07082, 8.52948], [-2.53747, 0.41941, 9.38992], [-3.53066, 0.87351, 8.56898], [-4.64182, 1.10684, 8.93166], [-3.09759, 1.01751, 7.29418], [-0.31549, 0.14231, 9.11614], [-1.15228, 1.71813, 7.36461], [-1.37303, 0.25307, 6.39096], [-1.66722, -1.14158, 8.36685], [-0.52884, -6.83845, 3.02284], [0.46464, -7.30708, 2.00914], [-0.34714, -7.83105, 0.97331], [-1.50831, -7.12138, 1.02831], [-2.31607, -7.09027, 0.15613], [-1.62156, -6.44083, 2.19965], [1.23273, -8.30968, 2.50553], [-0.85000, -7.63208, 3.70207], [-0.15716, -6.00229, 3.61353], [1.10118, -6.51655, 1.60935], [-4.55193, 2.44251, 3.23540], [-5.34818, 3.70398, 3.39846], [-5.57434, 4.11178, 2.06068], [-5.58936, 2.96492, 1.32029], [-6.01256, 2.89093, 0.21130], [-5.07076, 1.92131, 2.01377], [-4.62786, 4.66442, 4.02716], [-3.47720, 2.61126, 3.11847], [-4.70602, 1.74615, 4.05857], [-6.30537, 3.57096, 3.90945], [-4.61646, 7.47211, -9.48700], [-3.32170, 6.95575, -8.92980], [-3.70751, 6.41618, -7.68114], [-5.00140, 6.01550, -7.83156], [-5.56594, 5.28303, -7.08601], [-5.56384, 6.55404, -8.94733], [-2.44304, 7.96440, -8.71576], [-4.84897, 8.48110, -9.13922], [-4.63679, 7.46254, -10.57589], [-2.84821, 6.17822, -9.53435], [5.73120, -1.03953, 5.54800], [4.23481, -1.05228, 5.42997], [3.97143, -2.32474, 4.86981], [4.98156, -3.13540, 5.29328], [4.95553, -4.32090, 5.24455], [6.02682, -2.41243, 5.78874], [3.80561, -0.09911, 4.57143], [6.22064, -0.71807, 4.62565], [6.08066, -0.41339, 6.36806], [3.70644, -0.95434, 6.38138], [6.87482, 0.09879, -4.16004], [7.03265, -0.71540, -2.90783], [6.00794, -0.21710, -2.07338], [5.01756, 0.21235, -2.91155], [3.90741, 0.44214, -2.57134], [5.47070, 0.33433, -4.19315], [8.23036, -0.47781, -2.31620], [7.40280, 1.05387, -4.10697], [7.20374, -0.43563, -5.05053], [6.89951, -1.79082, -3.04923], [1.81921, -4.86756, -1.90295], [3.18380, -5.14845, -2.46365], [3.95246, -5.42942, -1.31088], [3.08044, -5.95164, -0.40022], [3.41104, -6.54448, 0.57760], [1.78570, -5.71316, -0.75903], [3.70163, -4.05163, -3.07358], [1.69681, -3.82831, -1.58853], [1.02230, -5.11703, -2.60182], [3.22361, -6.00089, -3.14668]],
  "lowdin_charge": [-0.102, -0.230, -0.215, -0.017, -0.271, 0.061, -0.191, 0.028, -0.050, -0.171, 0.032, -0.095, -0.635, -0.057, -0.137, 0.059, 0.064, 0.054, 0.076, 0.078, 0.097, 0.116, 0.083, 0.144, 0.077, 0.099, 0.092, 0.089, 0.094, -0.062, -0.323, 0.131, -0.532, 0.171, 0.075, 0.081, 0.145, 0.132, 0.140, -0.070, -0.306, 0.108, -0.525, 0.197, 0.092, 0.068, 0.128, 0.143, 0.176, -0.059, -0.317, 0.121, -0.554, 0.150, 0.079, 0.062, 0.148, 0.119, 0.173, -0.056, -0.322, 0.135, -0.548, 0.162, 0.068, 0.074, 0.143, 0.148, 0.152, -0.060, -0.320, 0.129, -0.547, 0.164, 0.064, 0.075, 0.143, 0.145, 0.171, -0.062, -0.319, 0.138, -0.525, 0.172, 0.079, 0.079, 0.147, 0.141, 0.177, -0.066, -0.313, 0.137, -0.540, 0.177, 0.066, 0.078, 0.145, 0.138, 0.178, -0.070, -0.320, 0.131, -0.530, 0.185, 0.071, 0.072, 0.144, 0.139, 0.176, -0.056, -0.321, 0.133, -0.529, 0.177, 0.065, 0.067, 0.143, 0.145, 0.172]
}